No. 1
C4H3CsO6 | the ωB97M-V functional and the def2-TZVPD basis

XYZ file:
```
14
Properties=species:S:1:pos:R:3:forces:R:3
O -3.5781 0.7669 -0.3044 -0.416 -0.806 -1.123
C -3.4059 1.0031 -1.5362 -0.234 -1.146 3.184
O -4.2381 -0.2234 -3.4401 0.386 1.221 -0.245
C -4.3292 -1.5444 -3.1044 -1.289 -2.326 0.475
C -4.5572 0.7113 -2.4365 -0.821 0.422 -1.429
O -4.8127 -1.8409 -1.9875 0.388 0.350 0.018
O -4.0299 -2.3433 -4.0166 0.332 0.101 -0.105
H -5.4778 0.4567 -1.8911 0.562 -0.329 0.186
H -4.7931 1.6532 -2.9589 0.321 -0.106 0.066
Cs -4.8978 -5.8781 -3.1244 0.170 0.965 -0.033
O -3.6749 2.7849 1.2483 -0.727 -0.555 1.648
C -2.9569 2.2595 0.2966 1.087 0.451 -1.954
O -2.9186 2.7843 -0.8370 0.138 1.375 -0.476
H -4.6032 2.8786 0.9761 0.104 0.382 -0.211
```
Forces are in eV/Å.

Output
- energy above the lowest of the compared OMol25 structures with the same formula, charge and spin (kcal per mole) = 20.4
- LUMO (spin up / spin down) (eV) = -1.29 / -1.29
- total charge = 0

These are the natural (NBO) partial charges, in e, on atoms 1 to 8: number 1, O, carries -0.5727; number 2, C, carries 0.6766; number 3, O, carries -0.5243; number 4, C, carries 0.9438; number 5, C, carries -0.2219; number 6, O, carries -0.8142; number 7, O, carries -0.8147; number 8, H, carries 0.2214



No. 2
C4H3CsO6 | the ωB97M-V functional and the def2-TZVPD basis

XYZ file:
```
14
Properties=species:S:1:pos:R:3:forces:R:3
O 1.7180 0.0545 0.7716 -2.003 1.679 0.257
C 0.8078 0.7308 0.1798 1.096 -2.213 3.005
O -1.5337 1.2857 0.3290 0.472 1.026 0.296
C -2.1369 0.1629 -0.1631 -1.213 -1.908 0.050
C -0.3366 1.1021 1.0496 -0.562 0.869 0.329
O -1.6170 -0.9502 0.0825 0.383 0.277 0.010
O -3.2286 0.3560 -0.7394 -0.040 0.181 -0.169
H -0.4532 0.4048 1.8932 0.077 -0.118 -0.470
H -0.0787 2.0790 1.4926 -0.181 -0.073 -0.191
Cs -5.0401 -2.8374 -1.1706 0.692 0.755 0.181
O 3.6859 -0.7678 -0.4540 1.747 -1.331 0.599
C 2.3828 -0.7368 -0.4962 -1.690 3.225 -2.716
O 1.7774 -0.1900 -1.4249 1.472 -2.587 -1.247
H 4.0530 -0.6935 -1.3501 -0.249 0.218 0.066
```
Forces are in eV/Å.

Output
- energy above the lowest of the compared OMol25 structures with the same formula, charge and spin (kcal per mole) = 14.1
- LUMO (spin up / spin down) (eV) = -1.18 / -1.18
- total charge = 0

These are the natural (NBO) partial charges, in e, on atoms 1 to 8: number 1, O, carries -0.5451; number 2, C, carries 0.5818; number 3, O, carries -0.5338; number 4, C, carries 0.9502; number 5, C, carries -0.2190; number 6, O, carries -0.8166; number 7, O, carries -0.8202; number 8, H, carries 0.2166



No. 3
C4H3CuNaO2 | the ωB97M-V functional and the def2-TZVPD basis

XYZ file:
```
11
Properties=species:S:1:pos:R:3:forces:R:3
Na -0.6505 0.6342 2.8239 -0.150 0.097 -0.973
O -0.2963 1.1154 0.1815 0.346 1.586 -0.134
C 0.7564 0.6367 -0.6399 0.354 0.185 -0.242
H 0.5064 0.7773 -1.7072 0.166 -0.148 0.217
H 1.7922 0.9994 -0.5223 -0.413 0.416 0.448
C 0.1976 -2.0400 -0.6507 -1.428 0.548 -0.856
C 0.6197 -0.8195 -0.2461 -2.685 1.124 -0.402
C -0.6920 -0.9020 0.3282 3.427 -3.340 3.727
O -1.3331 -1.0772 1.3608 -0.455 0.748 -1.970
Cu -1.2035 3.0950 0.7478 0.496 -0.947 -0.104
H 0.3030 -2.4190 -1.6759 0.341 -0.269 0.290
```
Forces are in eV/Å.

Output
- multiplicity = 2
- LUMO (spin up / spin down) (eV) = -0.75 / -1.03
- <S²> = 0.753
- total charge = 0

These are the natural (NBO) partial charges, in e, on atoms 1 to 8: number 1, Na, carries 0.8951; number 2, O, carries -0.9589; number 3, C, carries -0.1178; number 4, H, carries 0.1727; number 5, H, carries 0.1727; number 6, C, carries -0.2451; number 7, C, carries -0.1633; number 8, C, carries 0.6599



No. 4
C4H3FN3O2 | the ωB97M-V functional and the def2-TZVPD basis

XYZ file:
```
13
Properties=species:S:1:pos:R:3:forces:R:3
C -1.0582 1.1288 1.9917 -0.089 0.036 -0.214
C -0.0417 0.0504 0.5475 3.880 -1.833 -2.145
C 0.4651 -1.2210 -1.7503 1.004 -0.086 0.891
C 1.3371 -0.7705 -0.4910 -4.152 1.361 1.592
N -0.0709 0.2204 1.8522 0.215 -0.249 0.048
N -1.6111 1.5202 0.8617 -0.650 0.601 0.079
N -0.9322 0.8220 -0.0635 0.116 -0.260 0.400
O 0.4373 -2.4373 -1.9288 0.086 -0.606 -0.035
O -0.1302 -0.3092 -2.3387 -0.264 0.802 -0.476
F 2.2509 0.2159 -0.6828 0.110 0.085 -0.183
H -1.3418 1.5126 2.9536 -0.249 0.138 0.073
H 1.7513 -1.5651 0.1234 -0.012 0.010 -0.082
H -1.0557 0.8329 -1.0749 0.004 0.000 0.051
```
Forces are in eV/Å.

Output
- energy above the lowest of the compared OMol25 structures with the same formula, charge and spin (kcal per mole) = 3.9
- LUMO (eV) = 4.05
- total charge = -1

These are the natural (NBO) partial charges, in e, on atoms 1 to 8: number 1, C, carries 0.1083; number 2, C, carries 0.3285; number 3, C, carries 0.7207; number 4, C, carries 0.1634; number 5, N, carries -0.5485; number 6, N, carries -0.3217; number 7, N, carries -0.3849; number 8, O, carries -0.7285



No. 5
C4H3FNdO5 | the ωB97M-V functional and the def2-TZVPD basis

XYZ file:
```
14
Properties=species:S:1:pos:R:3:forces:R:3
C -0.0205 0.0320 1.1384 1.062 -1.760 1.799
C -0.3887 1.3841 0.5460 -1.674 -0.572 1.371
F -1.1558 -0.5297 1.6396 -0.117 0.464 -0.459
H 0.6912 0.1235 1.9681 -0.293 0.378 0.056
H -1.3281 1.3301 -0.0136 0.241 -0.075 0.050
H -0.4957 2.0942 1.3741 0.037 -0.060 -0.287
O 0.6860 1.8200 -0.2913 -2.343 1.969 -3.006
C 0.4124 2.4367 -1.4179 9.050 -0.919 -0.236
O 1.1807 2.7650 -2.2583 -5.374 -0.260 1.966
O 0.6227 -0.7957 0.2237 0.261 1.746 0.024
Nd -1.3946 -3.3463 -2.0050 2.011 0.179 1.435
O 0.8108 -2.2411 -1.3189 -0.358 -0.608 -1.483
O -0.1182 -2.9801 0.5163 -0.203 0.854 0.332
C 0.4978 -2.0926 -0.1013 -2.300 -1.337 -1.561
```
Forces are in eV/Å.

Output
- multiplicity = 5
- LUMO (spin up / spin down) (eV) = -11.92 / -11.92
- <S²> = 6.003
- total charge = +2

These are the natural (NBO) partial charges, in e, on atoms 1 to 8: number 1, C, carries 0.4643; number 2, C, carries -0.1396; number 3, F, carries -0.3082; number 4, H, carries 0.1911; number 5, H, carries 0.2207; number 6, H, carries 0.2622; number 7, O, carries -0.3249; number 8, C, carries 1.0594



No. 6
C4H3HgLiMgO2 | the ωB97M-V functional and the def2-TZVPD basis

XYZ file:
```
12
Properties=species:S:1:pos:R:3:forces:R:3
O 2.3593 0.2727 -0.3391 -1.035 0.087 -0.662
C 1.0560 0.6441 -0.4040 1.912 0.296 1.433
C 0.0336 -0.1023 0.0664 -2.709 0.694 -0.762
Mg 3.5554 0.4216 1.0324 0.150 -0.155 0.097
Hg -1.0478 -2.1252 -0.4642 0.983 -0.615 -0.121
H 0.9579 1.7501 -0.4516 -0.328 -0.600 -0.442
C -2.4230 0.0187 0.5995 -1.874 -0.134 0.806
C -1.3148 0.4946 -0.0424 1.117 0.518 -0.582
O -3.6425 0.4911 0.5514 1.662 -0.180 -0.280
H -2.2785 -0.8704 1.2583 -0.200 0.538 -0.111
H -1.4855 1.3628 -0.7056 0.301 -0.198 0.425
Li -4.5622 1.7565 -0.1943 0.020 -0.252 0.198
```
Forces are in eV/Å.

Output
- multiplicity = 2
- energy above the lowest of the compared OMol25 structures with the same formula, charge and spin (kcal per mole) = 2.3
- LUMO (spin up / spin down) (eV) = -5.99 / -5.99
- <S²> = 0.763
- total charge = +1

These are the natural (NBO) partial charges, in e, on atoms 1 to 8: number 1, O, carries -0.9640; number 2, C, carries 0.0510; number 3, C, carries -0.2878; number 4, Mg, carries 1.2937; number 5, Hg, carries 0.5573; number 6, H, carries 0.1569; number 7, C, carries 0.2464; number 8, C, carries -0.4571



No. 7
C4H3I | the ωB97M-V functional and the def2-TZVPD basis

XYZ file:
```
8
Properties=species:S:1:pos:R:3:forces:R:3
C 1.1425 0.6519 -1.0231 -4.562 -1.193 0.972
C 2.1717 0.1955 -0.5719 2.802 -0.551 0.666
C -1.8396 -0.4578 0.2580 3.168 -0.423 -4.193
C -0.6668 0.1920 0.1538 0.389 0.340 -0.826
I 4.1158 -0.1983 -0.0589 -1.117 0.186 -0.305
H -2.4741 -0.1477 1.0077 -1.119 0.485 1.887
H -2.2441 -1.1566 -0.5285 0.624 0.797 1.038
H -0.2055 0.9211 0.7629 -0.184 0.358 0.762
```
Forces are in eV/Å.

Output
- energy above the lowest of the compared OMol25 structures with the same formula, charge and spin (kcal per mole) = 106.1
- LUMO (spin up / spin down) (eV) = -1.12 / -1.12
- total charge = 0

Here is what natural (NBO) gives for the atomic charges, in e: number 1, C, carries -0.1250; number 2, C, carries -0.3950; number 3, C, carries -0.4834; number 4, C, carries 0.0533; number 5, I, carries 0.2784; number 6, H, carries 0.2361; number 7, H, carries 0.2388; number 8, H, carries 0.1968



No. 8
C4H3I2NS | the ωB97M-V functional and the def2-TZVPD basis

XYZ file:
```
11
Properties=species:S:1:pos:R:3:forces:R:3
C -2.4421 0.3415 0.0324 -5.380 -1.544 -0.161
C -1.4320 -0.4652 -0.2108 2.482 -1.098 -0.658
C -3.9915 -1.0383 -0.1230 1.401 4.638 0.698
C 0.0725 -0.0551 -0.1790 -1.349 0.558 -2.509
N -1.6443 -1.7972 -0.4611 0.827 -0.375 0.150
S -3.1260 -2.3306 -0.4078 0.393 -0.573 -0.282
I -3.1000 2.2941 0.1921 0.616 -0.753 0.013
I -6.0081 -0.4919 0.0327 1.157 -0.506 -0.067
H 0.5826 -0.6747 0.4922 0.720 -0.926 1.012
H 0.6231 -0.0925 -1.1978 -1.278 -0.105 1.545
H 0.0741 0.9588 0.1606 0.412 0.683 0.259
```
Forces are in eV/Å.

Output
- energy above the lowest of the compared OMol25 structures with the same formula, charge and spin (kcal per mole) = 64.9
- LUMO (spin up / spin down) (eV) = -0.07 / -0.07
- total charge = 0

These are the natural (NBO) partial charges, in e, on atoms 1 to 8: number 1, C, carries -0.1989; number 2, C, carries 0.0255; number 3, C, carries -0.6342; number 4, C, carries -0.6044; number 5, N, carries -0.7481; number 6, S, carries 0.9362; number 7, I, carries 0.2729; number 8, I, carries 0.2795



No. 9
C4H3InO6 | the ωB97M-V functional and the def2-TZVPD basis

XYZ file:
```
14
Properties=species:S:1:pos:R:3:forces:R:3
O -0.8663 0.4388 1.4020 2.627 -1.031 -1.179
C -0.0419 0.5663 0.5150 -5.239 2.325 2.704
O 0.8693 -0.9993 -1.1265 0.400 -0.536 -0.008
C 0.9728 -2.1727 -0.5344 0.143 3.123 -2.175
C -0.2298 -0.1710 -0.7867 0.923 -0.141 -1.144
O 0.1441 -2.5524 0.3440 -3.035 3.792 0.052
O 1.9383 -2.9199 -0.8578 1.071 2.154 -2.200
H -1.1633 -0.7474 -0.7626 0.243 0.259 0.494
H -0.3059 0.5820 -1.5827 0.156 -0.188 0.156
In 1.2173 -4.0933 0.4908 1.850 -8.824 4.098
O -1.1957 3.5994 0.9957 1.022 -1.442 3.057
C -0.4460 2.6356 1.4225 -1.082 2.468 -4.511
O 0.2621 2.1015 0.4517 0.852 -2.024 0.956
H -1.1549 3.7323 0.0293 0.071 0.064 -0.299
```
Forces are in eV/Å.

Output
- energy above the lowest of the compared OMol25 structures with the same formula, charge and spin (kcal per mole) = 8.6
- LUMO (spin up / spin down) (eV) = -10.85 / -11.25
- total charge = +2

These are the Löwdin partial charges, in e, on atoms 1 to 8: number 1, O, carries 0.2138; number 2, C, carries -0.1157; number 3, O, carries 0.1352; number 4, C, carries -0.6810; number 5, C, carries 0.0014; number 6, O, carries -0.0281; number 7, O, carries 0.0295; number 8, H, carries 0.1777



No. 10
C4H3Li2O2Tl | the ωB97M-V functional and the def2-TZVPD basis

XYZ file:
```
12
Properties=species:S:1:pos:R:3:forces:R:3
C -0.2668 0.6016 -0.9586 2.451 1.476 2.242
O -1.1237 1.2866 -1.3802 0.074 -0.314 -0.424
Li -1.6855 2.7304 -2.5983 0.044 -0.074 0.008
Tl -0.1119 -2.5948 -0.1217 0.691 -2.346 -1.099
C 2.1422 -0.4131 0.1089 -1.138 -0.280 1.475
C 1.1643 -0.4306 0.9172 0.839 1.555 -2.119
C -0.1922 0.0208 0.9215 0.106 -0.396 0.139
O -1.1243 -0.9631 0.9598 -1.843 1.013 1.034
Li -2.8143 -0.8461 1.4893 -0.064 -0.090 0.249
H 3.1437 -0.8238 0.0226 -0.094 0.606 -0.438
H -0.3632 0.8867 1.5825 -0.176 -0.023 -0.432
H 1.2315 0.5455 -0.9431 -0.892 -1.127 -0.635
```
Forces are in eV/Å.

Output
- energy above the lowest of the compared OMol25 structures with the same formula, charge and spin (kcal per mole) = 0.0
- LUMO (eV) = -7.83
- total charge = +2

These are the natural (NBO) partial charges, in e, on atoms 1 to 8: number 1, C, carries 0.5256; number 2, O, carries -0.6732; number 3, Li, carries 0.9913; number 4, Tl, carries 0.9229; number 5, C, carries -0.2629; number 6, C, carries -0.0641; number 7, C, carries -0.0238; number 8, O, carries -1.0824